# 1
# C20H21BrF5GeN3O5RuTe

A molecular structure, C20H21BrF5GeN3O5RuTe (ωB97M-V with the def2-TZVPD basis set, the Open Molecules 2025 dataset).

Element x y z (Å)
Ru -0.626 -0.162 0.188
Br 1.650 3.288 -5.975
C 0.976 2.061 -4.693
C 0.159 1.022 -5.099
C -0.313 0.137 -4.146
C 0.019 0.273 -2.805
O -0.452 -0.622 -1.904
C 0.841 1.336 -2.377
C 1.294 1.648 -1.023
N 0.850 1.144 0.074
C 1.351 1.509 1.341
C 2.572 2.145 1.514
C 2.997 2.521 2.777
C 2.149 2.301 3.851
C 0.910 1.660 3.745
C 0.063 1.663 4.886
C -1.218 1.114 5.005
C -1.858 0.287 4.138
N -0.510 0.375 2.104
C 0.527 1.130 2.456
C 1.306 2.216 -3.365
H -0.110 0.900 -6.139
H -0.952 -0.679 -4.458
H 2.043 2.435 -0.974
H 3.215 2.314 0.659
H 3.962 2.988 2.919
H 2.437 2.652 4.836
H 0.448 2.194 5.749
H -1.770 1.318 5.915
H -2.825 -0.136 4.376
H 1.946 3.035 -3.066
C 0.754 -2.855 -5.109
Ge 0.823 -2.928 -3.144
C 2.460 -2.095 -2.506
C 0.668 -4.801 -2.629
C -0.737 -1.991 -2.324
H 1.408 -3.631 -5.512
H 1.085 -1.891 -5.495
H -0.257 -3.049 -5.474
H 3.324 -2.658 -2.863
H 2.464 -2.077 -1.417
H 2.540 -1.071 -2.875
H 1.472 -5.377 -3.092
H -0.285 -5.212 -2.966
H 0.724 -4.896 -1.546
H -0.963 -2.508 -1.394
H -1.640 -1.996 -2.939
O -4.366 -0.098 0.199
N -3.164 -0.144 0.173
O -2.500 -1.217 0.330
O -2.435 0.887 -0.029
F -0.346 -4.619 2.769
Te 0.069 -3.012 1.832
F -0.721 -3.858 0.231
F 0.914 -1.566 0.433
F 1.256 -2.552 3.296
F 1.577 -3.937 1.229
O -1.418 -0.255 2.986

## Properties
Electronic energy, eV: -185808.3770
Total charge: -1
Frontier orbital gap (spin up / spin down), eV: 5.6 / 5.9
<S²>: 0.80
Energy relative to the best compared isomer or geometry (same formula, charge and spin), kcal/mol: 51.5
Multiplicity: 2

# 2
# C20H21Cl2IN2O8S2SiSn

A molecular structure, C20H21Cl2IN2O8S2SiSn at a distorted geometry (ωB97M-V with the def2-TZVPD basis set, the Open Molecules 2025 dataset).

Element x y z (Å)
Sn -0.279 0.741 0.183
Cl 0.399 4.875 3.579
C 1.215 3.353 3.745
C 1.932 3.113 4.909
C 2.615 1.928 5.051
Cl 3.581 1.688 6.492
C 2.540 0.914 4.077
C 3.177 -0.342 4.168
C 2.983 -1.268 3.174
C 2.156 -0.951 2.091
N 1.582 0.223 1.962
C 1.762 1.158 2.912
C 1.139 2.447 2.661
O 0.587 2.705 1.561
H 1.958 3.863 5.686
H 3.820 -0.551 5.012
H 3.472 -2.231 3.222
H 1.952 -1.660 1.299
O -1.962 -1.046 1.884
S -1.474 -2.209 1.161
O -1.151 -3.335 2.023
O -0.350 -1.878 0.271
C -2.919 -2.886 0.268
C -3.542 -3.912 0.978
C -4.677 -4.540 0.501
C -5.210 -4.163 -0.717
C -4.617 -3.139 -1.426
C -3.485 -2.486 -0.943
S -3.078 -1.029 -1.884
O -3.489 0.076 -1.033
O -3.905 -1.181 -3.078
O -1.668 -0.993 -2.236
H -3.104 -4.182 1.929
H -5.156 -5.317 1.086
H -6.098 -4.648 -1.104
H -5.025 -2.785 -2.362
C 3.800 0.842 -1.381
Si 1.928 0.242 -1.533
C 2.273 -1.660 -1.799
C 1.634 0.679 -3.424
H 4.422 0.487 -2.204
H 4.237 0.477 -0.449
H 3.853 1.931 -1.365
H 3.010 -1.866 -2.579
H 1.327 -2.123 -2.076
H 2.609 -2.143 -0.880
H 2.401 0.269 -4.085
H 1.586 1.758 -3.596
H 0.675 0.251 -3.716
N -0.309 4.512 -2.916
C -0.647 3.227 -2.582
O -0.283 2.768 -1.511
C -1.442 2.508 -3.614
I -3.431 3.286 -3.562
H 0.075 5.068 -2.169
H -0.811 4.990 -3.645
H -1.494 1.457 -3.389
H -1.097 2.689 -4.628

## Properties
Electronic energy, eV: -108970.2696
Total charge: -2
Frontier orbital gap, eV: 5.3
Energy relative to the best compared isomer or geometry (same formula, charge and spin), kcal/mol: 71.0
Multiplicity: 1

# 3
# C20H21Cl2N3O4

A molecular structure, C20H21Cl2N3O4 at a distorted geometry (ωB97M-V with the def2-TZVPD basis set, the Open Molecules 2025 dataset).

Element x y z (Å)
C -1.741 -1.484 -3.790
H -2.865 -1.091 -3.682
O -1.511 -2.394 -2.843
C -1.371 -2.116 -1.645
C -1.714 -0.851 -1.323
C -1.467 -0.675 0.202
C -0.807 -1.656 1.112
C -0.860 -2.890 0.554
C -1.006 -3.206 -0.776
Cl -0.515 -4.674 -1.339
H -0.478 -3.768 1.403
O -0.860 -1.325 2.363
C -0.273 -2.082 3.114
H -0.222 -1.646 4.349
H 0.587 -2.582 2.923
H -0.895 -3.038 3.466
N -1.765 0.735 0.564
C -2.157 1.131 1.846
O -2.766 0.607 2.874
C -2.102 2.656 1.946
C -0.857 3.045 1.307
N -0.533 2.776 0.269
N 0.565 2.881 -0.368
C 0.789 2.158 -1.540
O -0.581 1.843 -2.327
C 2.072 1.948 -2.007
C 2.423 0.611 -1.493
C 2.650 0.460 0.052
C 2.997 -0.811 0.623
C 2.575 -1.858 -0.033
C 1.927 -1.873 -1.312
C 1.860 -0.645 -2.109
H 1.548 -0.574 -2.963
H 1.816 -2.740 -1.983
Cl 2.672 -3.427 0.697
H 3.139 -0.814 1.796
H 2.948 1.406 0.364
H 3.013 2.597 -1.507
H 2.165 1.740 -3.084
H 1.453 2.968 0.161
C 0.377 3.510 2.498
H 0.573 2.362 3.195
H -0.113 4.107 3.053
H 1.271 3.773 1.910
H -3.006 2.964 1.129
H -2.369 3.227 2.843
H -1.658 1.461 -0.118
H -1.956 0.014 -1.799
H -1.307 -0.634 -3.774
H -1.663 -2.128 -4.797

## Properties
Electronic energy, eV: -58767.7850
Frontier orbital gap, eV: 6.6
Energy relative to the best compared isomer or geometry (same formula, charge and spin), kcal/mol: 471.3
Multiplicity: 1

# 4
# C20H21ClFN3O3S

A single C20H21ClFN3O3S molecule at a distorted geometry (ωB97M-V with the def2-TZVPD basis set, the Open Molecules 2025 dataset).

Element x y z (Å)
C -4.974 -1.697 0.496
N -4.075 -2.801 0.767
C -4.646 -3.728 1.721
C -3.635 -3.472 -0.446
C -2.246 -4.103 -0.268
C -1.275 -3.140 0.416
N -1.241 -1.882 -0.291
C -0.172 -1.095 -0.403
O 1.068 -1.486 -0.063
C 1.880 -0.419 -0.369
C 3.303 -0.442 -0.144
C 4.030 0.706 -0.486
C 5.393 0.767 -0.303
C 6.072 -0.321 0.228
C 5.376 -1.465 0.573
C 4.004 -1.529 0.390
Cl 3.199 -2.986 0.841
N 1.217 0.585 -0.864
C -0.082 0.191 -0.914
S -1.447 1.182 -1.410
O -1.354 1.564 -2.790
O -2.625 0.442 -1.000
C -1.276 2.638 -0.381
C -0.328 3.579 -0.736
C -0.129 4.680 0.078
C -0.891 4.797 1.229
F -0.701 5.864 2.026
C -1.842 3.856 1.592
C -2.029 2.758 0.770
H -4.472 -0.962 -0.134
H -5.904 -2.015 0.001
H -5.234 -1.219 1.440
H -4.870 -3.197 2.646
H -5.574 -4.196 1.355
H -3.927 -4.514 1.942
H -3.584 -2.731 -1.246
H -4.347 -4.251 -0.766
H -1.865 -4.381 -1.251
H -2.311 -5.008 0.336
H -0.266 -3.558 0.427
H -1.606 -2.977 1.448
H -2.120 -1.392 -0.420
H 3.478 1.535 -0.898
H 5.933 1.661 -0.574
H 7.140 -0.281 0.374
H 5.891 -2.318 0.986
H 0.233 3.436 -1.645
H 0.599 5.439 -0.163
H -2.413 3.992 2.497
H -2.758 1.997 1.001

## Properties
Electronic energy, eV: -57767.9659
Frontier orbital gap, eV: 8.0
Energy relative to the best compared isomer or geometry (same formula, charge and spin), kcal/mol: 0.0
Multiplicity: 1